i | {
  "formula": "C5H9BrO",
  "method": "wB97M-V/def2-TZVPD",
  "species": ["C", "C", "C", "C", "C", "O", "Br", "H", "H", "H", "H", "H", "H", "H", "H", "H"],
  "xyz": [[-0.770, 0.004, 0.137], [0.336, -0.600, -0.150], [0.102, -1.915, -0.805], [1.666, -0.128, 0.172], [-0.771, 1.691, 0.463], [-1.351, 1.988, 1.712], [-1.901, 2.650, -0.856], [-1.709, -0.311, -0.328], [0.284, -1.717, -1.911], [-0.819, -2.388, -0.792], [0.763, -2.757, -0.404], [2.251, -0.543, -0.621], [2.109, -0.623, 1.067], [1.986, 0.892, 0.205], [0.105, 2.217, 0.400], [-2.282, 1.540, 1.710]],
  "total_charge": 0,
  "lumo_ev": 0.79,
  "multiplicity": 1,
  "homo_lumo_gap_ev": 10.414,
  "smiles": "CC(C)=C[C@H](O)Br",
  "homo_ev": -9.62
}

---

ii | {
  "formula": "C5H9BrO",
  "method": "wB97M-V/def2-TZVPD",
  "species": ["C", "C", "C", "C", "C", "O", "Br", "H", "H", "H", "H", "H", "H", "H", "H", "H"],
  "xyz": [[1.957, -0.728, -1.305], [0.985, -1.002, -0.429], [-0.254, 0.406, 1.667], [-0.821, 1.354, -0.737], [-0.754, 0.181, 0.265], [-1.851, -0.713, 0.313], [1.008, -2.715, 0.406], [2.687, -1.321, -1.771], [1.909, 0.127, -2.008], [0.069, -0.545, 2.097], [0.560, 1.023, 1.547], [-1.093, 0.853, 2.176], [-0.359, 1.044, -1.607], [-0.583, 2.315, -0.520], [-1.883, 1.224, -0.980], [-1.577, -1.503, 0.886]],
  "total_charge": 0,
  "lumo_ev": 0.78,
  "multiplicity": 1,
  "homo_lumo_gap_ev": 9.707,
  "homo_ev": -8.93
}

---

Which of them is the least stable? Correct choice: ii.

---

i | {
  "formula": "C5H12N3S",
  "method": "wB97M-V/def2-TZVPD",
  "species": ["C", "C", "C", "C", "C", "N", "N", "N", "S", "H", "H", "H", "H", "H", "H", "H", "H", "H", "H", "H", "H"],
  "xyz": [[-0.300, -1.063, -0.129], [1.783, 0.160, 0.033], [2.742, -0.900, 0.138], [2.214, 1.532, -0.077], [-3.583, 0.434, -0.050], [0.486, 0.105, -0.039], [-1.647, -0.933, -0.169], [-2.251, 0.269, 0.429], [0.280, -2.629, -0.417], [3.005, -1.202, -0.865], [2.493, -1.865, 0.543], [3.720, -0.570, 0.508], [1.445, 2.251, -0.124], [2.918, 1.645, -0.929], [2.823, 1.742, 0.731], [-4.259, -0.398, -0.007], [-4.026, 1.356, 0.428], [-3.355, 0.652, -1.097], [-0.074, 1.068, 0.029], [-2.129, -1.788, -0.430], [-2.283, 0.136, 1.494]],
  "total_charge": 1,
  "lumo_ev": -4.90,
  "multiplicity": 1,
  "homo_lumo_gap_ev": 7.633,
  "smiles": "CNNC(=S)[NH+]=C(C)C",
  "homo_ev": -12.53
}

---

ii | {
  "formula": "C5H12N3S",
  "method": "wB97M-V/def2-TZVPD",
  "species": ["C", "C", "C", "C", "C", "N", "N", "N", "S", "H", "H", "H", "H", "H", "H", "H", "H", "H", "H", "H", "H"],
  "xyz": [[1.742, -0.734, 0.004], [-0.760, 0.036, -0.015], [-3.141, 0.439, -0.314], [3.730, 0.869, -0.210], [-1.949, -0.437, -0.791], [0.306, -0.843, 0.068], [2.333, 0.348, -0.253], [-0.480, -0.731, 1.289], [-0.492, 1.774, 0.359], [2.275, -1.648, 0.320], [-3.975, 0.157, -0.815], [-2.994, 1.464, -0.344], [-3.420, 0.210, 0.811], [4.246, 0.376, 0.581], [4.058, 0.474, -1.184], [3.704, 1.944, -0.061], [-1.604, -0.154, -1.911], [-2.251, -1.417, -0.810], [-0.085, -0.147, 1.988], [-0.969, -1.631, 1.539], [0.875, 1.622, 0.682]],
  "total_charge": 1,
  "lumo_ev": -3.40,
  "multiplicity": 1,
  "homo_lumo_gap_ev": 9.990,
  "smiles": "CC[C@@]1(S)[NH2+]N1/C=N/C",
  "homo_ev": -13.39
}

---

Which of them is the least stable? Correct choice: ii.

---

i | {
  "formula": "C2H4N6",
  "method": "wB97M-V/def2-TZVPD",
  "species": ["C", "C", "H", "H", "H", "H", "N", "N", "N", "N", "N", "N"],
  "xyz": [[0.581, 0.594, -0.369], [-0.841, -1.083, 0.252], [2.171, -1.130, -0.523], [1.666, 0.371, -2.111], [0.051, -1.706, -0.243], [-2.864, -0.626, 0.972], [1.281, -0.346, -1.349], [0.934, 1.829, -0.159], [0.122, 2.124, 1.085], [-0.614, 1.209, 1.345], [-0.346, 0.216, 0.536], [-2.140, -1.454, 0.565]],
  "total_charge": 0,
  "lumo_ev": -0.77,
  "multiplicity": 1,
  "homo_lumo_gap_ev": 9.677,
  "homo_ev": -10.45
}

---

ii | {
  "formula": "C2H4N6",
  "method": "wB97M-V/def2-TZVPD",
  "species": ["C", "C", "H", "H", "H", "H", "N", "N", "N", "N", "N", "N"],
  "xyz": [[0.151, 1.070, -0.459], [-0.270, -1.247, 0.446], [0.625, 3.236, -0.421], [0.422, 2.473, -1.812], [-0.650, -1.985, 2.132], [-0.203, -1.892, -1.421], [0.027, 2.391, -0.892], [0.352, 0.964, 0.920], [0.133, -0.139, 1.335], [-0.626, -2.339, 1.185], [0.224, -1.125, -0.908], [-0.035, 0.139, -1.412]],
  "total_charge": 0,
  "lumo_ev": -0.87,
  "multiplicity": 1,
  "homo_lumo_gap_ev": 8.076,
  "smiles": "[H]/N=c1\\nnc(N)n[nH]1",
  "homo_ev": -8.95
}

---

Which of them is the least stable? Correct choice: i.

---

i | {
  "formula": "CHO2S2",
  "method": "wB97M-V/def2-TZVPD",
  "species": ["C", "O", "O", "S", "S", "H"],
  "xyz": [[-0.914, 0.580, -0.128], [2.611, -1.419, 0.153], [0.233, 0.078, -0.469], [-1.870, 1.399, -1.158], [1.246, -1.262, 0.735], [-1.307, 0.624, 0.867]],
  "total_charge": -1,
  "lumo_ev": 3.58,
  "multiplicity": 1,
  "homo_lumo_gap_ev": 6.642,
  "smiles": "[O-]SOC=S",
  "homo_ev": -3.07
}

---

ii | {
  "formula": "CHO2S2",
  "method": "wB97M-V/def2-TZVPD",
  "species": ["C", "O", "O", "S", "S", "H"],
  "xyz": [[2.274, 1.571, 1.447], [1.216, 2.036, 1.641], [-0.214, -0.689, 0.509], [3.844, 1.569, 1.337], [1.457, -1.029, 0.707], [-0.255, -0.195, -0.316]],
  "total_charge": -1,
  "lumo_ev": 3.32,
  "multiplicity": 1,
  "homo_lumo_gap_ev": 5.869,
  "homo_ev": -2.55
}

---

Which of them is the least stable? Correct choice: i.

---

i | {
  "formula": "C2H5PS",
  "method": "wB97M-V/def2-TZVPD",
  "species": ["C", "C", "P", "S", "H", "H", "H", "H", "H"],
  "xyz": [[1.994, -0.535, -0.413], [1.586, 0.344, 0.514], [-3.103, -0.723, 0.181], [-0.031, 0.862, 0.786], [1.202, -1.111, -1.080], [3.023, -0.489, -0.681], [2.112, 1.144, 0.951], [-2.795, 0.300, -0.794], [-3.988, 0.208, 0.536]],
  "total_charge": 0,
  "lumo_ev": [-1.15, -2.15],
  "multiplicity": 1,
  "homo_lumo_gap_ev": [7.742, 6.138],
  "homo_ev": [-8.89, -8.29]
}

---

ii | {
  "formula": "C2H5PS",
  "method": "wB97M-V/def2-TZVPD",
  "species": ["C", "C", "P", "S", "H", "H", "H", "H", "H"],
  "xyz": [[1.289, -0.305, 0.903], [-0.179, 0.578, -1.246], [2.127, -0.565, 2.283], [1.097, 1.214, -0.044], [0.530, -1.148, 0.655], [-1.024, 0.676, -0.648], [-0.012, -0.565, -1.313], [-0.265, 1.144, -2.120], [1.739, -1.971, 2.322]],
  "total_charge": 0,
  "lumo_ev": 0.33,
  "multiplicity": 1,
  "homo_lumo_gap_ev": 8.680,
  "smiles": "[H]/P=C/SC",
  "homo_ev": -8.35
}

---

Which of them is the least stable? Correct choice: i.

---

i | {
  "formula": "C6H11N3O3S",
  "method": "wB97M-V/def2-TZVPD",
  "species": ["C", "C", "C", "C", "C", "C", "N", "N", "N", "O", "O", "O", "S", "H", "H", "H", "H", "H", "H", "H", "H", "H", "H", "H"],
  "xyz": [[-1.395, -2.127, -2.292], [-1.712, -0.872, -2.597], [-0.333, -1.998, -1.292], [-2.663, -0.328, -3.655], [1.734, 2.013, 4.051], [0.839, 1.547, 2.901], [-0.802, -0.067, -2.068], [-0.009, -0.742, -1.162], [1.199, 0.255, 2.455], [0.217, -3.049, -0.719], [2.144, 1.563, 0.386], [2.597, -0.938, 0.639], [2.034, 0.273, 1.149], [-1.691, -3.044, -2.696], [-2.986, -0.962, -4.422], [-2.477, 0.728, -3.998], [-3.527, -0.318, -2.944], [2.807, 1.938, 3.594], [1.434, 2.900, 4.574], [1.824, 1.220, 4.822], [-0.133, 1.390, 3.313], [0.736, 2.350, 2.132], [-0.795, 0.998, -1.991], [0.958, -2.730, -0.180]],
  "total_charge": 0,
  "lumo_ev": -0.12,
  "multiplicity": 1,
  "homo_lumo_gap_ev": 8.645,
  "smiles": "Cc1cc(O)n[nH]1.CCN=S(=O)=O",
  "homo_ev": -8.77
}

---

ii | {
  "formula": "C6H11N3O3S",
  "method": "wB97M-V/def2-TZVPD",
  "species": ["C", "C", "C", "C", "C", "C", "N", "N", "N", "O", "O", "O", "S", "H", "H", "H", "H", "H", "H", "H", "H", "H", "H", "H"],
  "xyz": [[2.355, -1.053, 1.161], [-0.237, 0.304, 0.673], [1.212, -1.880, 0.689], [-2.651, 0.415, -0.468], [-2.002, -1.022, -0.560], [-2.624, 1.014, 0.880], [0.337, -1.765, -0.459], [-0.587, -0.768, -0.115], [3.607, 2.175, -0.783], [2.801, 0.100, 0.856], [2.544, 0.162, -1.678], [-1.181, 1.009, 1.293], [2.259, 1.070, -0.579], [1.400, -2.961, 0.716], [0.603, -1.347, 1.452], [-1.903, 1.010, -1.001], [-3.761, 0.382, -0.868], [-2.530, -1.634, 0.125], [-2.089, -1.320, -1.601], [-2.889, 2.033, 0.913], [-3.200, 0.453, 1.616], [0.820, -1.642, -1.366], [4.269, 2.025, 0.058], [3.448, 3.240, -0.955]],
  "total_charge": 0,
  "lumo_ev": 0.54,
  "multiplicity": 1,
  "homo_lumo_gap_ev": 7.754,
  "homo_ev": -7.21
}

---

Which of them is the least stable? Correct choice: ii.

---

i | {
  "formula": "C4H14NOS",
  "method": "wB97M-V/def2-TZVPD",
  "species": ["C", "C", "C", "S", "C", "N", "H", "H", "H", "H", "H", "H", "H", "H", "H", "H", "H", "H", "H", "H", "O"],
  "xyz": [[0.403, 1.107, 0.777], [-0.467, 0.014, 0.242], [-0.092, -1.428, 0.582], [1.476, -1.915, -0.198], [0.935, -2.624, -1.792], [0.166, 1.391, 2.278], [1.463, 0.851, 0.730], [0.244, 2.057, 0.276], [-0.568, 0.265, -0.789], [-1.477, 0.146, 0.636], [-0.923, -2.042, 0.241], [0.066, -1.516, 1.623], [0.954, -3.713, -1.799], [1.681, -2.234, -2.471], [-0.065, -2.292, -2.042], [-0.705, 0.940, 2.577], [0.864, 0.980, 2.902], [0.138, 2.391, 2.462], [-1.330, 1.943, -2.611], [-1.272, 3.306, -1.867], [-1.491, 2.371, -1.758]],
  "total_charge": 1,
  "lumo_ev": -3.60,
  "multiplicity": 1,
  "homo_lumo_gap_ev": 8.187,
  "homo_ev": -11.79
}

---

ii | {
  "formula": "C4H14NOS",
  "method": "wB97M-V/def2-TZVPD",
  "species": ["C", "C", "C", "S", "C", "N", "H", "H", "H", "H", "H", "H", "H", "H", "H", "H", "H", "H", "H", "H", "O"],
  "xyz": [[-0.587, 1.588, 0.103], [0.486, 1.097, -0.838], [0.621, -0.443, -0.930], [-0.990, -1.194, -1.269], [-0.899, -2.806, -0.284], [-0.472, 0.906, 1.458], [-1.580, 1.480, -0.308], [-0.338, 2.604, 0.413], [0.160, 1.510, -1.803], [1.497, 1.477, -0.717], [1.306, -0.707, -1.725], [1.026, -0.778, 0.025], [-1.006, -3.509, -1.099], [0.142, -2.890, 0.033], [-1.588, -2.905, 0.545], [0.432, 1.143, 1.892], [-0.576, -0.114, 1.467], [-1.222, 1.187, 2.101], [2.278, 1.548, 3.071], [3.115, 1.944, 1.903], [2.190, 1.693, 2.107]],
  "total_charge": 1,
  "lumo_ev": -3.31,
  "multiplicity": 1,
  "homo_lumo_gap_ev": 8.868,
  "homo_ev": -12.18
}

---

Which of them is the least stable? Correct choice: i.

---

i | {
  "formula": "C2H5B",
  "method": "wB97M-V/def2-TZVPD",
  "species": ["B", "C", "C", "H", "H", "H", "H", "H"],
  "xyz": [[0.849, 0.583, -0.044], [-0.686, 0.384, 0.078], [0.232, -0.811, 0.095], [1.942, 1.228, -0.160], [-1.381, 0.689, 0.840], [-1.285, 0.599, -0.898], [0.253, -1.238, -0.853], [0.076, -1.435, 0.943]],
  "total_charge": 0,
  "lumo_ev": 0.58,
  "multiplicity": 1,
  "homo_lumo_gap_ev": 10.121,
  "smiles": "B1CC1",
  "homo_ev": -9.54
}

---

ii | {
  "formula": "C2H5B",
  "method": "wB97M-V/def2-TZVPD",
  "species": ["B", "C", "C", "H", "H", "H", "H", "H"],
  "xyz": [[-0.828, -0.870, -0.133], [0.642, -0.367, 0.106], [-0.503, 0.601, 0.216], [-1.816, -1.394, -0.418], [1.230, -0.436, 1.033], [1.614, 0.178, -0.984], [-0.392, 1.310, -0.601], [-0.905, 1.122, 1.024]],
  "total_charge": 0,
  "lumo_ev": -0.11,
  "multiplicity": 1,
  "homo_lumo_gap_ev": 9.404,
  "homo_ev": -9.51
}

---

Which of them is the least stable? Correct choice: ii.

---

i | {
  "formula": "HO3PS2",
  "method": "wB97M-V/def2-TZVPD",
  "species": ["O", "O", "O", "P", "S", "S", "H"],
  "xyz": [[-1.100, -2.679, 1.543], [-0.698, -3.464, -0.671], [-0.775, -0.647, -0.425], [-1.450, 0.183, 0.894], [-3.371, -0.150, 0.811], [-1.664, -2.896, 0.248], [0.026, -1.076, -0.092]],
  "total_charge": 0,
  "lumo_ev": -1.65,
  "multiplicity": 1,
  "homo_lumo_gap_ev": 8.228,
  "homo_ev": -9.88
}

---

ii | {
  "formula": "HO3PS2",
  "method": "wB97M-V/def2-TZVPD",
  "species": ["O", "O", "O", "P", "S", "S", "H"],
  "xyz": [[-2.405, 0.119, 1.315], [-0.655, -1.907, 0.772], [-0.425, 0.388, -0.267], [-1.416, -0.722, 0.315], [-3.039, -0.600, -1.095], [-3.651, 0.880, 0.307], [0.476, 0.103, -0.100]],
  "total_charge": 0,
  "lumo_ev": -1.01,
  "multiplicity": 1,
  "homo_lumo_gap_ev": 8.364,
  "homo_ev": -9.38
}

---

Which of them is the least stable? Correct choice: i.

---

i | {
  "formula": "C2H3FOS",
  "method": "wB97M-V/def2-TZVPD",
  "species": ["C", "C", "O", "F", "S", "H", "H", "H"],
  "xyz": [[1.940, -0.514, 0.997], [-1.391, 0.485, -0.772], [2.824, -0.530, 0.228], [1.948, -0.361, 2.245], [-0.716, -1.044, 0.091], [-1.164, 1.287, -0.034], [-2.502, 0.122, -0.873], [-0.938, 0.555, -1.881]],
  "total_charge": 0,
  "lumo_ev": [-1.12, -1.56],
  "multiplicity": 1,
  "homo_lumo_gap_ev": [8.112, 7.359],
  "homo_ev": [-9.24, -8.92]
}

---

ii | {
  "formula": "C2H3FOS",
  "method": "wB97M-V/def2-TZVPD",
  "species": ["C", "C", "H", "H", "H", "O", "F", "S"],
  "xyz": [[0.770, 0.320, -0.043], [-0.705, 0.423, 0.061], [0.252, -1.647, 0.085], [-0.909, 0.847, -0.796], [-1.075, 0.834, 1.061], [1.548, 1.287, -0.147], [-1.368, -0.823, -0.181], [1.488, -1.240, -0.040]],
  "total_charge": 0,
  "lumo_ev": 0.59,
  "multiplicity": 1,
  "homo_lumo_gap_ev": 10.850,
  "smiles": "O=C(S)CF",
  "homo_ev": -10.26
}

---

Which of them is the least stable? Correct choice: i.